Formula: C4H8N3O4
Source: OMol25
Level of theory: ωB97M-V with the def2-TZVPD basis set

Structure (XYZ):
```
19
Properties=species:S:1:pos:R:3:mulliken_charge:R:1
C -1.3823 -1.1531 0.7094 0.875
C 0.5554 -1.3016 -1.7140 -1.312
C 1.2074 -0.1203 -0.9755 -0.565
C 0.5449 0.1272 0.3311 0.286
N -0.8094 1.6055 1.4621 -0.766
N 1.1740 0.0010 1.6055 -0.547
N -0.3400 1.1909 0.3244 0.955
O -0.8408 -1.9783 1.3768 -0.556
O -0.7583 1.6469 -0.7637 -0.906
O -2.2302 -0.5964 0.1355 -0.411
O -1.8718 2.3806 1.2041 -0.438
H 0.4879 -2.1721 -1.0141 0.245
H -0.3854 -0.9836 -2.0084 0.351
H 1.0309 -1.7212 -2.6699 0.347
H 2.2738 -0.2105 -0.8554 0.430
H 0.9967 0.8590 -1.5429 0.220
H 0.9861 -0.8051 2.1715 0.203
H 1.3414 0.9186 2.0205 0.231
H -1.9804 2.3126 0.2031 0.361
```

HOMO-LUMO gap (eV): 6.3
Total charge: -1
ΔE to the lowest compared entry with this formula, charge and spin (kJ/mol): 135.7
Strongest force on any atom (eV/A): 2.85
Energy (eV): -16935.078
2S+1: 1

Formula: C4H8N3O5S
Source: OMol25
Level of theory: ωB97M-V with the def2-TZVPD basis set

Structure (XYZ):
```
21
Properties=species:S:1:pos:R:3:mulliken_charge:R:1
C 0.5474 1.4800 -0.0155 0.786
C -0.4919 -0.2032 1.1132 0.705
C -2.5206 -0.6474 -0.1475 -0.986
C -0.8586 1.1979 -0.6573 -0.809
N -0.7011 -1.2561 1.8352 -1.039
N -1.3107 0.1069 0.1217 0.266
N 1.5456 0.6565 -0.9360 -0.293
O 0.5280 0.6384 1.2242 -0.430
O 3.2787 -0.9710 -1.5206 -0.675
O 0.8830 2.6889 0.0821 -0.874
O 2.9349 -0.5961 0.8559 -0.605
O 1.4189 -1.8410 -0.4775 -0.535
S 2.4443 -0.5950 -0.4683 1.118
H -2.3757 -1.4734 0.6818 0.351
H -3.4781 -0.1200 0.1400 0.229
H -2.5343 -0.7444 -1.2646 0.289
H -0.8693 1.0881 -1.7284 0.311
H -1.4576 2.1562 -0.5359 0.281
H -0.0761 -1.1165 2.5586 0.272
H 1.1125 -1.9435 0.4583 0.364
H 1.9804 1.4946 -1.3197 0.272
```

HOMO-LUMO gap (eV): 8.6
Total charge: -1
ΔE to the lowest compared entry with this formula, charge and spin (kJ/mol): 151.4
Strongest force on any atom (eV/A): 3.34
Energy (eV): -29821.205
2S+1: 1

Formula: C4H8N3OS
Source: OMol25
Level of theory: ωB97M-V with the def2-TZVPD basis set

Structure (XYZ):
```
17
Properties=species:S:1:pos:R:3:mulliken_charge:R:1
C 3.0425 1.3414 -0.3356 -0.238
C 1.4825 0.0105 0.2581 0.234
C -0.6402 -1.4337 -0.0875 -0.506
C 0.0486 -0.2186 0.6177 0.098
N 1.7308 1.2320 -0.1391 -0.543
N 3.7777 0.2811 -0.1735 -0.320
N -0.6831 1.1170 0.3527 -0.330
O 0.2652 -2.4097 -0.1263 -0.474
S 2.8890 -0.9843 0.1783 0.215
H 3.4237 2.2869 -0.4122 0.447
H -0.8683 -1.0710 -1.0866 0.316
H -1.5561 -1.7118 0.4886 0.360
H -0.0194 -0.2450 1.7888 0.290
H -1.7146 1.1707 0.4706 0.283
H -0.1566 1.4852 -0.4750 0.441
H -0.1988 1.7212 1.0118 0.396
H 0.0174 -3.2823 0.2109 0.328
```

HOMO-LUMO gap (eV): 10.2
Total charge: +1
ΔE to the lowest compared entry with this formula, charge and spin (kJ/mol): 180.0
Strongest force on any atom (eV/A): 3.33
Energy (eV): -21622.893
2S+1: 1

| no. | highest occupied orbital energy (eV) |
| --- | --- |
| 1 | -2.45 |
| 2 | -5.11 |
| 3 | -13.79 |